A:
Here is a 2-piece molecular cluster, C2H3ClFI overall from OMol25. Energies are from ωB97M-V/def2-TZVPD.

Values from the calculation:
Kohn-Sham gap = 10.7 eV
SMILES = C=C(F)Cl.I
HOMO = -9.99 eV
Molecular weight = 208.401 g mol⁻¹
2S+1 = 1

Last column: Löwdin charge in e.
Positions of all 8 atoms, in Å:
C  0.85965  -0.57387  -1.98927  -0.01
C  0.28462  -0.26238  -0.86636  -0.87
F  0.48570  0.94667  -0.34335  0.02
Cl  -0.86942  -1.24521  -0.09685  0.71
I  -1.35425  1.30938  4.83517  0.48
H  -1.50704  1.24654  3.37325  -0.48
H  0.72423  -1.62677  -2.47694  0.11
H  1.37652  0.20564  -2.43564  0.04

=====

B:
Here is a 2-piece molecular cluster, C2H3ClFI overall from OMol25. Energies are from ωB97M-V/def2-TZVPD.

Values from the calculation:
Kohn-Sham gap (spin up / spin down) = 7.8 / 8.5 eV
HOMO (spin up / spin down) = -8.46 / -9.19 eV
Molecular weight = 208.401 g mol⁻¹
2S+1 = 1

Last column: Löwdin charge in e.
Positions of all 8 atoms, in Å:
C  -0.34803  -0.20295  0.74530  -0.65
C  0.72695  0.34746  -0.15862  -0.94
F  0.88718  1.65682  -0.10309  0.00
Cl  2.13546  -0.56082  -0.38212  0.70
I  -2.13653  -0.76639  -0.37362  0.68
H  -0.15824  -1.21598  1.30921  0.07
H  -0.72416  0.60870  1.47107  0.07
H  -0.38262  0.13316  -2.50812  0.07

=====

Verdict on stability: B comes out at the bottom.

=====

A:
Here is one molecule with the formula C4H6N2O from OMol25. Energies are from ωB97M-V/def2-TZVPD.

Values from the calculation:
Kohn-Sham gap = 8.3 eV
SMILES = Nc1[nH]ccc1O
HOMO = -7.49 eV
Molecular weight = 98.105 g mol⁻¹
2S+1 = 1

Last column: Löwdin charge in e.
Positions of all 13 atoms, in Å:
N  -0.41796  -0.70311  1.85639  0.10
C  -0.07543  -0.56314  0.51165  -0.37
C  -0.72243  0.03956  -0.55795  -0.30
O  -2.08108  0.07861  -0.70914  0.05
C  0.28947  0.59909  -1.34880  -0.04
C  1.51922  0.20615  -0.79726  -0.15
N  1.24401  -0.56091  0.30275  0.05
H  -1.35786  -1.06205  1.83278  0.08
H  -0.44053  0.30435  2.12359  0.12
H  -2.27304  0.54538  -1.53112  0.11
H  0.15876  1.21578  -2.23145  0.10
H  2.27455  0.88246  -0.38069  0.11
H  1.91677  -0.80969  1.02421  0.16

=====

B:
Here is one molecule with the formula C4H6N2O from OMol25. Energies are from ωB97M-V/def2-TZVPD.

Values from the calculation:
Kohn-Sham gap = 8.4 eV
SMILES = C=C1C=C(O)NN1
HOMO = -7.71 eV
Molecular weight = 98.105 g mol⁻¹
2S+1 = 1

Last column: Löwdin charge in e.
Positions of all 13 atoms, in Å:
C  1.97238  -0.36711  -0.93472  0.02
C  0.72579  -0.03702  -0.58880  -0.38
C  -0.50353  -0.84148  -0.55304  0.03
C  -1.30785  -0.23809  0.32883  -0.39
O  -2.46946  -0.65274  0.85592  0.09
N  -0.78806  0.99934  0.80819  0.03
N  0.32101  1.22291  -0.08153  0.00
H  -0.40867  0.80887  1.74213  0.13
H  2.79478  0.32870  -0.79845  0.05
H  2.19639  -1.34942  -1.33189  0.05
H  -0.68715  -1.76531  -1.08291  0.12
H  -2.88786  0.11284  1.27520  0.12
H  1.04224  1.77851  0.36108  0.13

=====

C:
Here is one molecule with the formula C4H6N2O from OMol25. Energies are from ωB97M-V/def2-TZVPD.

Values from the calculation:
Kohn-Sham gap = 8.0 eV
HOMO = -8.43 eV
Molecular weight = 98.105 g mol⁻¹
2S+1 = 1

Last column: Löwdin charge in e.
Positions of all 13 atoms, in Å:
C  0.97104  -2.03456  0.00940  -0.10
O  1.32276  -0.69410  0.28868  -0.12
C  0.40585  0.23123  -0.12193  -0.49
N  -0.99974  -0.08712  0.14612  0.14
N  -1.49233  1.07746  0.18030  -0.01
C  -0.59912  2.14405  0.15459  -0.16
C  0.69998  1.68364  0.07158  0.05
H  1.87004  -2.63427  0.15888  0.09
H  0.18813  -2.36656  0.69779  0.08
H  0.61749  -2.17001  -1.02444  0.09
H  -2.50214  1.15207  0.08820  0.17
H  -1.01713  3.14130  0.21876  0.09
H  0.31870  0.30498  -1.23711  0.18

=====

D:
Here is one molecule with the formula C4H6N2O from OMol25. Energies are from ωB97M-V/def2-TZVPD.

Values from the calculation:
Kohn-Sham gap = 9.1 eV
SMILES = Cc1cnc(N)o1
HOMO = -8.15 eV
Molecular weight = 98.105 g mol⁻¹
2S+1 = 1

Last column: Löwdin charge in e.
Positions of all 13 atoms, in Å:
C  -2.12353  0.49805  -0.06674  -0.03
C  -0.74302  -0.05174  -0.10745  -0.31
C  -0.28286  -1.28802  -0.36717  -0.10
N  1.10238  -1.33274  -0.27533  0.12
C  1.41066  -0.10703  -0.01714  -0.49
N  2.67048  0.44406  0.01760  0.15
O  0.36728  0.73852  0.15365  0.10
H  -2.18788  1.53401  -0.41089  0.08
H  -2.73346  -0.11732  -0.73601  0.08
H  -2.56521  0.43640  0.93365  0.08
H  -0.85524  -2.14413  -0.68866  0.11
H  2.66373  1.42526  -0.22092  0.10
H  3.31828  -0.08804  -0.55055  0.10

=====

Verdict on stability: C comes out at the bottom.

=====

A:
Here is C27H29As2InN2O3S4SbSe4 as an isolated structure from OMol25. Energies are from ωB97M-V/def2-TZVPD.

Values from the calculation:
Kohn-Sham gap = 7.1 eV
HOMO = -4.91 eV
Molecular weight = 1260.070 g mol⁻¹
2S+1 = 1
Net charge = -1

Last column: Löwdin charge in e.
Positions of all 73 atoms, in Å:
In  1.08492  2.67284  -0.03669  -0.03
O  -1.25748  2.37570  0.03889  -0.22
N  -1.89151  2.56395  -1.04960  0.01
N  -1.23013  3.23052  -1.90840  -0.21
O  -0.02995  3.68353  -1.68821  -0.22
C  -1.79063  3.42393  -3.21095  -0.15
C  -3.13602  3.17574  -3.45310  -0.02
C  -3.62775  3.36050  -4.73370  -0.09
C  -2.79069  3.78940  -5.75724  -0.10
C  -1.45283  4.03607  -5.49298  -0.08
C  -0.94118  3.85689  -4.21540  0.01
H  -3.77557  2.84497  -2.64821  0.10
H  -4.67502  3.17117  -4.93211  0.10
H  -3.18344  3.93153  -6.75579  0.10
H  -0.79360  4.36761  -6.28453  0.10
H  0.09793  4.03654  -3.98076  0.12
S  3.54863  1.30373  1.84673  -0.15
S  3.57878  2.76674  3.28920  -0.02
S  2.88420  4.48893  2.41164  -0.11
S  0.90717  4.17763  1.96476  0.07
C  2.36524  -3.45002  -1.58029  -0.35
As  3.04449  -2.78705  0.14334  1.06
C  4.79789  -2.23143  -0.52292  -0.35
C  3.60287  -4.54547  0.83779  -0.35
H  3.10308  -4.08865  -2.06816  0.02
H  2.15237  -2.59423  -2.22259  0.00
H  1.44586  -4.01720  -1.42379  0.01
H  5.28428  -3.05358  -1.05084  0.02
H  5.42281  -1.90413  0.30687  0.00
H  4.67633  -1.38682  -1.20084  -0.01
H  4.20336  -5.08617  0.10419  0.01
H  2.72031  -5.13436  1.08973  0.00
H  4.18908  -4.40403  1.74663  0.01
O  0.56048  1.02870  1.49087  -0.61
As  -0.65167  -0.09413  1.53448  1.23
C  0.07322  -1.64532  2.40419  -0.30
C  1.18204  -1.45247  3.21858  -0.10
C  1.76339  -2.54109  3.85095  -0.08
C  1.24238  -3.81375  3.66412  -0.10
C  0.13707  -4.00411  2.84580  -0.09
C  -0.45073  -2.91781  2.21330  -0.11
C  -2.10297  0.54493  2.61052  -0.29
C  -1.99403  1.82370  3.13859  -0.07
C  -3.01100  2.30999  3.94882  -0.07
C  -4.12015  1.52265  4.22478  -0.09
C  -4.21999  0.24126  3.69707  -0.09
C  -3.20685  -0.25221  2.88890  -0.10
C  -1.37179  -0.73046  -0.12570  -0.30
C  -0.57368  -1.54493  -0.92168  -0.14
C  -1.05127  -1.98482  -2.14711  -0.07
C  -2.32361  -1.62077  -2.56518  -0.08
C  -3.12046  -0.81363  -1.76444  -0.08
C  -2.64397  -0.36057  -0.54344  -0.11
H  1.60312  -0.45967  3.32188  0.08
H  2.63571  -2.39585  4.47515  0.11
H  1.70670  -4.66407  4.14808  0.10
H  -0.26097  -4.99923  2.69130  0.10
H  -1.29788  -3.06967  1.55378  0.10
H  -1.12238  2.42763  2.91089  0.06
H  -2.93406  3.30809  4.36028  0.11
H  -4.91209  1.90723  4.85534  0.10
H  -5.08528  -0.37185  3.91525  0.10
H  -3.28197  -1.25265  2.47650  0.10
H  0.42175  -1.81814  -0.59141  0.03
H  -0.42185  -2.59966  -2.77746  0.10
H  -2.69238  -1.95846  -3.52561  0.10
H  -4.10642  -0.51855  -2.10012  0.10
H  -3.24452  0.30278  0.06473  0.10
Se  5.70538  1.57490  -3.32318  -0.18
Sb  4.11671  2.03306  -1.60969  -0.15
Se  3.10471  4.21414  -1.19481  0.07
Se  5.35563  1.43308  0.59241  0.10
Se  2.05988  0.63694  -1.46934  0.11

=====

B:
Here is C27H29As2InN2O3S4SbSe4 as an isolated structure from OMol25. Energies are from ωB97M-V/def2-TZVPD.

Values from the calculation:
Kohn-Sham gap = 6.8 eV
HOMO = -4.87 eV
Molecular weight = 1260.070 g mol⁻¹
2S+1 = 1
Net charge = -1

Last column: Löwdin charge in e.
Positions of all 73 atoms, in Å:
In  -1.25304  0.98495  1.30239  0.05
O  0.61641  1.46904  0.07257  -0.27
N  0.52812  2.43612  -0.75369  0.02
N  -0.66867  2.72423  -1.06569  -0.21
O  -1.69438  2.05913  -0.61506  -0.20
C  -0.89841  3.77393  -2.01113  -0.16
C  0.15444  4.55447  -2.47799  -0.02
C  -0.11050  5.53732  -3.41695  -0.09
C  -1.40474  5.74848  -3.87563  -0.10
C  -2.44391  4.97152  -3.38559  -0.08
C  -2.19690  3.97717  -2.45011  0.00
H  1.15289  4.39167  -2.10133  0.11
H  0.70191  6.15285  -3.78286  0.10
H  -1.60230  6.52485  -4.60421  0.10
H  -3.45705  5.14095  -3.72693  0.10
H  -2.98496  3.36149  -2.04189  0.12
S  -1.39256  2.96788  2.86209  -0.05
S  -3.37528  2.70956  3.43320  -0.09
S  -4.31681  2.27062  1.69103  -0.11
S  -3.69304  0.34371  1.27028  0.02
C  -2.33703  -1.91378  4.04786  -0.30
As  -0.93720  -0.57999  3.79059  1.03
C  0.62787  -1.69400  4.08323  -0.31
C  -1.05704  0.33649  5.50542  -0.29
H  -2.17717  -2.46215  4.97735  0.02
H  -2.34134  -2.60844  3.20690  0.01
H  -3.29873  -1.40359  4.06814  0.01
H  1.50934  -1.06611  4.16947  -0.07
H  0.75941  -2.34988  3.22459  0.02
H  0.51302  -2.28969  4.98966  0.03
H  -0.96504  -0.37468  6.32654  0.03
H  -2.01187  0.85397  5.55563  0.01
H  -0.26281  1.07731  5.56453  0.02
O  -0.44846  -0.97691  0.77951  -0.55
As  0.26842  -1.40840  -0.66462  1.25
C  -0.20727  -3.25283  -0.92025  -0.28
C  -0.83213  -3.91881  0.12579  -0.07
C  -1.18272  -5.25413  -0.02141  -0.07
C  -0.90884  -5.91527  -1.20958  -0.09
C  -0.28859  -5.24486  -2.25745  -0.08
C  0.06127  -3.91124  -2.11503  -0.09
C  2.16505  -1.30455  -0.51389  -0.29
C  2.69251  -0.93414  0.71588  -0.09
C  4.07119  -0.94857  0.90022  -0.10
C  4.89748  -1.31660  -0.15109  -0.07
C  4.36382  -1.66799  -1.38784  -0.09
C  2.99130  -1.67087  -1.57462  -0.11
C  -0.39240  -0.53371  -2.22744  -0.30
C  -1.71626  -0.79034  -2.57364  -0.08
C  -2.26291  -0.16727  -3.68294  -0.07
C  -1.48708  0.70194  -4.43908  -0.07
C  -0.16855  0.95545  -4.08815  -0.07
C  0.38681  0.33568  -2.97694  -0.10
H  -1.03993  -3.38158  1.04396  0.09
H  -1.67023  -5.77502  0.79230  0.11
H  -1.18264  -6.95700  -1.32317  0.10
H  -0.08237  -5.75985  -3.18708  0.10
H  0.52699  -3.38687  -2.94092  0.10
H  2.04264  -0.61612  1.52487  0.08
H  4.47283  -0.66355  1.87022  0.02
H  5.97222  -1.32266  -0.01122  0.11
H  5.01911  -1.94242  -2.20553  0.10
H  2.57569  -1.94806  -2.53696  0.10
H  -2.32711  -1.44649  -1.96531  0.12
H  -3.29991  -0.34090  -3.93918  0.11
H  -1.91707  1.20202  -5.29809  0.10
H  0.42207  1.65493  -4.66717  0.11
H  1.39641  0.56754  -2.66882  0.11
Se  4.21927  -0.43460  4.74249  -0.12
Sb  3.71922  1.88376  4.37590  -0.18
Se  3.72822  2.48470  1.92255  0.02
Se  4.17269  3.62287  5.92853  -0.18
Se  1.56661  2.15731  2.99281  -0.02

=====

Verdict on stability: B comes out at the bottom.

=====

A:
Here is one molecule with the formula C4H8N2O2 from OMol25. Energies are from ωB97M-V/def2-TZVPD.

Values from the calculation:
Kohn-Sham gap = 8.6 eV
SMILES = [H]/N=C1\C[C@@]1(O)[C@H](N)O
HOMO = -7.96 eV
Molecular weight = 116.120 g mol⁻¹
2S+1 = 1

Last column: Löwdin charge in e.
Positions of all 16 atoms, in Å:
C  1.13748  0.72734  -0.53458  -0.08
C  0.51215  0.17418  0.64501  -0.35
C  0.97063  -0.80071  -0.54570  -0.19
N  -1.37650  -1.18197  0.13101  0.05
C  -0.96580  0.05292  0.77879  -0.37
O  1.23671  0.28224  1.88239  0.02
O  -1.69668  1.09902  0.13293  -0.03
N  1.24649  -1.18873  -1.73044  0.07
H  0.99550  1.10860  2.33542  0.12
H  -2.32292  0.98175  -0.59320  0.10
H  -1.39518  -1.21985  -0.88497  0.09
H  -1.10979  -1.98319  0.70239  0.10
H  1.30116  -0.44744  -2.43154  0.04
H  -1.27173  0.07682  1.82936  0.16
H  0.56130  1.28986  -1.26692  0.12
H  2.17721  1.02918  -0.44997  0.13

=====

B:
Here is a 2-piece molecular cluster, C4H8N2O2 overall from OMol25. Energies are from ωB97M-V/def2-TZVPD.

Values from the calculation:
Kohn-Sham gap = 8.8 eV
HOMO = -8.31 eV
Molecular weight = 116.120 g mol⁻¹
2S+1 = 1

Last column: Löwdin charge in e.
Positions of all 16 atoms, in Å:
C  -0.11794  -0.62892  -0.78874  -0.41
C  -0.15174  0.58324  -0.02731  -0.18
C  -0.69431  0.52368  1.50314  -0.04
C  0.90540  1.63108  -0.29963  -0.26
H  0.22351  0.78109  -2.31841  0.10
H  0.36803  -1.05280  -2.90499  0.17
H  -0.39281  -1.95506  0.85126  0.17
H  -0.93274  -2.28940  -0.84637  0.07
H  -0.19604  1.27422  2.11283  0.10
H  -1.76149  0.43820  1.48889  0.09
H  0.60180  -0.67988  2.24741  -0.01
H  2.11426  1.36408  -1.09722  0.19
N  -0.01140  -0.24388  -2.17392  0.07
N  -0.29124  -1.85549  -0.26838  0.14
O  -0.27070  -0.71956  2.44688  -0.12
O  0.60742  2.82939  0.07457  -0.08

=====

C:
Here is a 2-piece molecular cluster, C4H8N2O2 overall from OMol25. Energies are from ωB97M-V/def2-TZVPD.

Values from the calculation:
Kohn-Sham gap = 9.5 eV
SMILES = [H]/N=C(\N)OC.C=C=O
HOMO = -8.84 eV
Molecular weight = 116.120 g mol⁻¹
2S+1 = 1

Last column: Löwdin charge in e.
Positions of all 16 atoms, in Å:
C  2.74055  1.09848  -0.80309  -0.01
C  -0.16860  -1.38938  0.91363  -0.11
C  2.36331  -0.12310  -0.46121  -0.24
C  -1.40314  0.54490  0.10298  -0.47
N  -2.19151  0.75829  -1.01003  0.12
O  -0.38180  -0.45907  -0.14631  -0.15
N  -1.83126  0.64038  1.28909  0.13
O  2.62041  -1.24212  -0.23006  0.14
H  -3.19173  0.76194  -0.87751  0.10
H  -1.89556  0.37017  -1.88929  0.09
H  -2.77094  1.00298  1.39403  0.06
H  3.29361  1.21449  -1.71938  0.06
H  3.15256  1.75357  -0.05458  0.06
H  0.09709  -0.82537  1.80949  0.08
H  0.58689  -2.07654  0.53894  0.07
H  -1.01986  -2.02963  1.14331  0.09

=====

D:
Here is one molecule with the formula C4H8N2O2 from OMol25. Energies are from ωB97M-V/def2-TZVPD.

Values from the calculation:
Kohn-Sham gap = 9.9 eV
SMILES = C/N=C(/C)NOC=O
HOMO = -9.19 eV
Molecular weight = 116.120 g mol⁻¹
2S+1 = 1

Last column: Löwdin charge in e.
Positions of all 16 atoms, in Å:
C  -2.04060  -1.28729  -0.12807  -0.20
C  -0.51445  0.47970  0.11103  -0.36
C  -0.07314  1.98968  0.06040  -0.07
C  2.29145  -0.94758  -0.28903  -0.25
H  -3.18436  -1.57381  -0.58405  0.12
H  -1.64604  -1.83494  -1.03639  0.08
H  -1.92373  -1.91694  0.76964  0.08
H  0.17311  2.79036  0.98035  0.14
H  -0.79703  2.72744  -0.62990  0.13
H  0.89446  2.14727  -0.30278  0.00
H  1.23563  0.59225  0.86647  0.13
H  3.04586  -1.80630  -0.50443  0.17
N  -1.66440  0.04739  -0.26805  0.01
N  0.45751  -0.21837  0.91790  0.02
O  1.14762  -1.38942  0.45313  -0.05
O  2.59812  0.20055  -0.41622  0.06

=====

Verdict on stability: A comes out at the bottom.